Entry 1:
Computed, not measured: a 2-piece molecular cluster, C6H15N2 overall, with ωB97M-V/def2-TZVPD.

Structure (XYZ):
```
23
C6H15N2, DFT ωB97M-V/def2-TZVPD
C -0.231 -1.668 -3.070
C 0.618 -0.833 -2.474
N 0.258 0.259 -1.678
C 1.134 1.427 -1.719
H -1.299 -1.501 -3.013
H 0.154 -2.514 -3.613
H 1.682 -1.012 -2.561
H -0.708 0.522 -1.824
H 0.906 2.083 -0.877
H 2.164 1.096 -1.594
H 1.046 2.013 -2.635
C -1.670 0.573 1.576
C -0.405 -0.136 1.907
C 0.194 -1.141 1.304
N 0.193 0.329 3.205
H -1.941 0.364 0.546
H -2.485 0.231 2.214
H -1.570 1.651 1.700
H 1.043 -1.662 1.728
H -0.108 -1.426 0.303
H -0.456 0.207 3.992
H 0.430 1.326 3.168
H 1.051 -0.188 3.416
```

Calculated values
highest occupied orbital energy = -0.40321 hartree
E_LUMO = -3.7 eV
net charge = +1
ΔE to the lowest compared entry with this formula, charge and spin = 245.9 kJ/mol


Entry 2:
Computed, not measured: C17H38BO19S4Si as an isolated structure in a non-equilibrium geometry, with ωB97M-V/def2-TZVPD.

Structure (XYZ):
```
80
C17H38BO19S4Si, DFT ωB97M-V/def2-TZVPD
C 4.115 -1.244 -2.442
C 3.516 -0.136 -3.482
B 1.891 -0.208 -3.695
O 1.319 -0.645 -4.979
C -0.135 -0.473 -4.720
C -0.390 -0.696 -3.091
C -0.827 0.593 -2.210
O -2.130 1.171 -2.577
C -1.975 2.609 -2.244
Si -1.536 -2.180 -2.675
C -2.924 -1.812 -1.400
C -2.432 -2.936 -4.235
C -0.486 -3.643 -1.911
O 1.032 -0.869 -2.695
H 3.318 -1.603 -1.670
H 4.953 -0.721 -1.836
H 4.480 -2.139 -3.082
H 3.738 0.913 -2.995
H 4.052 -0.113 -4.514
H 1.569 0.951 -3.609
H -0.280 0.622 -5.128
H -0.605 -1.235 -5.451
H -0.055 1.452 -2.180
H -0.933 0.218 -1.098
H -2.978 3.183 -2.257
H -1.254 3.041 -3.063
H -1.509 2.721 -1.166
H -2.872 -0.776 -0.891
H -2.941 -2.608 -0.534
H -3.953 -1.872 -1.946
H -1.663 -3.383 -4.973
H -2.930 -2.029 -4.797
H -3.281 -3.690 -3.932
H 0.655 -3.494 -2.057
H -0.710 -3.669 -0.757
H -0.860 -4.682 -2.316
C -1.591 1.901 2.626
C -2.160 3.300 2.825
O -1.030 4.169 2.792
S 0.088 3.544 1.787
O -0.049 4.187 0.507
O 1.337 3.466 2.492
O -0.539 2.048 1.673
H -1.158 1.515 3.554
H -2.343 1.199 2.257
H -2.697 3.401 3.770
H -2.822 3.577 1.999
C 0.916 7.267 2.417
C -0.207 7.200 3.444
O 0.209 8.059 4.506
S 1.089 9.278 3.886
O 0.227 10.417 3.722
O 2.339 9.340 4.592
O 1.353 8.626 2.420
H 1.760 6.637 2.714
H 0.580 6.976 1.419
H -0.375 6.187 3.812
H -1.141 7.598 3.034
C 0.179 -7.298 1.428
C -1.007 -7.728 0.574
O -2.150 -7.168 1.217
S -1.727 -5.764 1.922
O -2.087 -4.691 1.037
O -2.128 -5.808 3.300
O -0.115 -5.966 1.843
H 0.268 -7.922 2.323
H 1.119 -7.326 0.873
H -1.097 -8.813 0.503
H -0.943 -7.302 -0.432
C 2.964 -1.748 2.443
C 1.776 -2.173 1.589
O 0.633 -1.616 2.239
S 1.057 -0.216 2.949
O 0.689 0.868 2.067
O 0.658 -0.267 4.330
O 2.671 -0.417 2.867
H 3.054 -2.377 3.334
H 3.902 -1.772 1.886
H 1.685 -3.257 1.512
H 1.837 -1.741 0.584
```

Calculated values
highest occupied orbital energy = -0.14583 hartree
E_LUMO = 1.7 eV
net charge = -1


Entry 3:
Computed, not measured: one molecule with the formula C25H17BrClNO5 in a non-equilibrium geometry, with ωB97M-V/def2-TZVPD.

Structure (XYZ):
```
50
C25H17BrClNO5, DFT ωB97M-V/def2-TZVPD
C -3.930 -2.273 -3.561
C -2.526 -1.550 -3.470
C -1.443 -2.337 -3.091
C -0.321 -1.798 -2.615
C -0.177 -0.329 -2.660
N 0.951 0.322 -2.226
C 1.655 1.460 -2.753
O 1.230 2.023 -3.739
C 2.542 2.032 -1.734
O 3.208 3.193 -1.866
C 2.330 1.331 -0.570
C 2.988 1.586 0.772
O 3.629 2.676 0.860
C 2.759 0.752 1.879
C 3.261 -0.537 1.843
C 2.932 -1.466 2.858
C 2.065 -1.055 3.921
Cl 1.858 -2.137 5.197
C 1.809 0.266 3.970
C 1.974 1.217 2.953
C 1.335 0.172 -0.839
C 0.172 0.343 0.033
C -0.374 1.659 0.127
C -1.377 1.852 1.098
C -1.949 0.854 1.877
C -1.235 -0.290 1.981
C -0.185 -0.560 1.051
O -1.644 -1.086 2.995
C -2.951 -0.608 3.342
O -3.129 0.717 2.734
C -1.295 0.502 -3.011
C -2.383 -0.153 -3.522
Br -3.797 0.893 -4.337
H -3.789 -3.316 -3.358
H -4.687 -1.842 -2.983
H -4.334 -2.234 -4.562
H -1.292 -3.417 -3.066
H 0.455 -2.417 -2.264
H 3.458 3.560 -0.930
H 3.938 -1.034 1.134
H 3.232 -2.476 3.060
H 1.196 0.570 4.811
H 1.530 2.210 2.963
H 1.700 -0.896 -0.686
H 0.069 2.393 -0.478
H -1.900 2.768 1.040
H 0.425 -1.375 1.245
H -2.882 -0.569 4.473
H -3.752 -1.223 2.957
H -1.348 1.630 -2.853
```

Calculated values
highest occupied orbital energy = -0.31317 hartree
E_LUMO = -0.8 eV
net charge = 0
structure (SMILES) = Cc1ccc(N2C(=O)C(O)=C(C(=O)c3ccc(Cl)cc3)[C@H]2c2ccc3c(c2)OCO3)cc1Br


Entry 4:
Computed, not measured: a 3-piece molecular cluster, C2H2N2O overall in a non-equilibrium geometry, with ωB97M-V/def2-TZVPD.

Structure (XYZ):
```
7
C2H2N2O, DFT ωB97M-V/def2-TZVPD
C 0.156 0.795 -0.629
C -0.846 1.461 -1.041
N 1.629 -0.581 0.566
N 0.924 0.091 0.014
O -1.652 2.151 -1.484
H 0.253 -2.131 1.482
H -0.464 -1.786 1.092
```

Calculated values
highest occupied orbital energy = -0.36036 hartree
E_LUMO = 0.1 eV
net charge = 0
ΔE to the lowest compared entry with this formula, charge and spin = 388.0 kJ/mol


Entry 5:
Computed, not measured: C3HCl3NP as an isolated structure in a non-equilibrium geometry, with ωB97M-V/def2-TZVPD.

Structure (XYZ):
```
9
C3HCl3NP, DFT ωB97M-V/def2-TZVPD
C 2.536 0.234 0.059
C 1.676 -0.744 0.314
C 1.862 1.455 0.466
N 0.613 1.466 0.841
P 0.102 -0.172 0.928
Cl 4.154 0.054 -0.484
Cl 2.480 -3.449 0.139
Cl 2.566 2.956 0.130
H -0.357 0.042 -0.295
```

Calculated values
highest occupied orbital energy (spin up / spin down) = -0.39516 / -0.39515 hartree
E_LUMO (spin up / spin down) = -3.6 / -3.6 eV
net charge = 0
ΔE to the lowest compared entry with this formula, charge and spin = 369.2 kJ/mol


Entry 6:
Computed, not measured: C4H8O3 as an isolated structure, with ωB97M-V/def2-TZVPD.

Structure (XYZ):
```
15
C4H8O3, DFT ωB97M-V/def2-TZVPD
C -2.918 0.125 -0.382
O -2.095 -0.889 0.230
C -0.781 -0.674 0.193
O -0.442 0.465 -0.292
C 0.919 0.008 0.819
C 1.977 -0.040 -0.256
O 3.216 -0.064 0.425
H -2.612 0.285 -1.419
H -3.936 -0.261 -0.342
H -2.841 1.073 0.154
H 0.855 0.965 1.335
H 1.044 -0.799 1.541
H 1.823 -0.939 -0.868
H 1.873 0.841 -0.901
H 3.917 -0.095 -0.237
```

Calculated values
highest occupied orbital energy = -0.30653 hartree
E_LUMO = 0.6 eV
net charge = 0
ΔE to the lowest compared entry with this formula, charge and spin = 543.1 kJ/mol


Copy entry 6 word for word.
Computed, not measured: C4H8O3 as an isolated structure, with ωB97M-V/def2-TZVPD.

Structure (XYZ):
```
15
C4H8O3, DFT ωB97M-V/def2-TZVPD
C -2.918 0.125 -0.382
O -2.095 -0.889 0.230
C -0.781 -0.674 0.193
O -0.442 0.465 -0.292
C 0.919 0.008 0.819
C 1.977 -0.040 -0.256
O 3.216 -0.064 0.425
H -2.612 0.285 -1.419
H -3.936 -0.261 -0.342
H -2.841 1.073 0.154
H 0.855 0.965 1.335
H 1.044 -0.799 1.541
H 1.823 -0.939 -0.868
H 1.873 0.841 -0.901
H 3.917 -0.095 -0.237
```

Calculated values
highest occupied orbital energy = -0.30653 hartree
E_LUMO = 0.6 eV
net charge = 0
ΔE to the lowest compared entry with this formula, charge and spin = 543.1 kJ/mol


net charge of number 6 (C4H8O3)? 0


What did the third record say?
Computed, not measured: one molecule with the formula C25H17BrClNO5 in a non-equilibrium geometry, with ωB97M-V/def2-TZVPD.

Structure (XYZ):
```
50
C25H17BrClNO5, DFT ωB97M-V/def2-TZVPD
C -3.930 -2.273 -3.561
C -2.526 -1.550 -3.470
C -1.443 -2.337 -3.091
C -0.321 -1.798 -2.615
C -0.177 -0.329 -2.660
N 0.951 0.322 -2.226
C 1.655 1.460 -2.753
O 1.230 2.023 -3.739
C 2.542 2.032 -1.734
O 3.208 3.193 -1.866
C 2.330 1.331 -0.570
C 2.988 1.586 0.772
O 3.629 2.676 0.860
C 2.759 0.752 1.879
C 3.261 -0.537 1.843
C 2.932 -1.466 2.858
C 2.065 -1.055 3.921
Cl 1.858 -2.137 5.197
C 1.809 0.266 3.970
C 1.974 1.217 2.953
C 1.335 0.172 -0.839
C 0.172 0.343 0.033
C -0.374 1.659 0.127
C -1.377 1.852 1.098
C -1.949 0.854 1.877
C -1.235 -0.290 1.981
C -0.185 -0.560 1.051
O -1.644 -1.086 2.995
C -2.951 -0.608 3.342
O -3.129 0.717 2.734
C -1.295 0.502 -3.011
C -2.383 -0.153 -3.522
Br -3.797 0.893 -4.337
H -3.789 -3.316 -3.358
H -4.687 -1.842 -2.983
H -4.334 -2.234 -4.562
H -1.292 -3.417 -3.066
H 0.455 -2.417 -2.264
H 3.458 3.560 -0.930
H 3.938 -1.034 1.134
H 3.232 -2.476 3.060
H 1.196 0.570 4.811
H 1.530 2.210 2.963
H 1.700 -0.896 -0.686
H 0.069 2.393 -0.478
H -1.900 2.768 1.040
H 0.425 -1.375 1.245
H -2.882 -0.569 4.473
H -3.752 -1.223 2.957
H -1.348 1.630 -2.853
```

Calculated values
highest occupied orbital energy = -0.31317 hartree
E_LUMO = -0.8 eV
net charge = 0
structure (SMILES) = Cc1ccc(N2C(=O)C(O)=C(C(=O)c3ccc(Cl)cc3)[C@H]2c2ccc3c(c2)OCO3)cc1Br